No. 1
C18H26N6O4Pd as an isolated structure at a distorted geometry, computed with wB97M-V/def2-TZVPD.

Geometry as ORCA input:
```
! RIJCOSX wB97M-V def2-TZVPD def2/J DEFGRID3
* xyz 0 1
Pd 1.510 1.715 -1.056
N -0.641 -1.691 -3.999
C 0.569 -1.588 -3.099
C 1.679 -2.593 -3.482
C 2.319 -3.445 -2.330
C 3.213 -2.726 -1.296
N 2.480 -1.726 -0.522
C 1.991 -1.707 0.699
N 1.148 -0.715 1.011
N 2.252 -2.673 1.666
C 1.142 -0.189 -3.017
O 0.720 0.736 -3.680
O 2.166 0.006 -2.223
H -0.335 -1.378 -4.892
H -1.315 -0.987 -3.714
H 0.248 -1.772 -2.104
H 2.482 -2.073 -3.996
H 1.320 -3.343 -4.204
H 2.940 -4.214 -2.818
H 1.516 -4.010 -1.806
H 4.070 -2.238 -1.776
H 3.714 -3.444 -0.653
H 2.314 -0.865 -1.178
H 1.175 0.107 0.403
H 0.921 -0.529 1.968
H 2.862 -3.435 1.449
H 1.810 -2.619 2.564
O -5.092 1.403 3.011
C -5.562 1.256 1.675
C -4.391 1.383 0.765
C -4.572 1.188 -0.594
C -3.420 1.291 -1.380
N -2.194 1.595 -0.920
C -2.043 1.797 0.366
C -3.134 1.735 1.250
C -0.649 2.088 0.858
C -0.187 1.688 2.094
C 1.167 1.857 2.448
C 1.855 1.200 3.626
O 1.054 0.951 4.769
C 1.927 2.644 1.579
C 1.350 3.172 0.383
N 0.055 2.903 0.038
H -5.838 1.255 3.603
H -6.294 2.075 1.424
H -6.038 0.271 1.472
H -5.557 0.868 -0.977
H -3.481 1.164 -2.438
H -2.970 1.878 2.330
H -0.829 1.106 2.739
H 2.707 1.793 3.837
H 2.297 0.240 3.346
H 0.755 1.764 5.170
H 2.998 2.873 1.789
H 1.816 3.958 -0.179
*
```

E_LUMO in eV: 0.2
HOMO in eV: -7.210

---

No. 2
A 6-piece molecular cluster, C33H69F5N6O12PS2 overall at a distorted geometry, computed with wB97M-V/def2-TZVPD.

Geometry as ORCA input:
```
! RIJCOSX wB97M-V def2-TZVPD def2/J DEFGRID3
* xyz 1 1
C 0.706 0.079 1.807
C 0.309 -1.474 1.564
P -0.790 -1.595 0.048
C -2.545 -2.003 0.312
C -3.134 -1.110 1.545
N 0.083 -2.063 -1.417
C -0.389 -3.119 -2.415
C -1.720 -3.945 -2.284
C -2.956 -3.446 -3.185
C -3.150 -1.872 -3.281
C -4.724 -1.492 -3.161
C -4.751 0.007 -2.596
O -6.079 0.521 -2.366
C -5.869 1.841 -1.755
C 0.037 -2.585 -3.900
C 0.289 -3.808 -4.944
O -0.789 -3.724 -5.930
O -0.277 -3.039 -7.015
C 1.390 -1.823 -3.393
S 2.569 -1.140 -4.618
C 3.776 0.013 -3.776
O 3.433 -2.318 -5.047
O 1.977 -0.588 -5.874
C 0.695 -0.928 -2.247
S -0.256 0.587 -2.647
O -1.151 0.475 -3.864
O -1.097 1.179 -1.566
C 0.950 1.973 -3.097
F 2.011 1.995 -2.142
F 1.397 1.900 -4.411
C 0.250 3.436 -2.960
F 0.945 4.243 -3.894
F -1.069 3.445 -3.383
F 0.459 4.012 -1.721
H 1.395 0.470 0.977
H -0.258 0.676 1.808
H 1.224 0.214 2.819
H 1.305 -1.983 1.287
H -0.129 -1.969 2.486
H -3.291 -1.882 -0.527
H -2.660 -3.091 0.674
H -3.875 -0.336 1.189
H -2.260 -0.606 2.065
H -3.626 -1.778 2.340
H 0.938 -2.519 -1.017
H 0.418 -3.936 -2.289
H -1.472 -4.978 -2.734
H -2.025 -4.224 -1.214
H -2.777 -3.828 -4.251
H -3.903 -3.964 -2.801
H -2.849 -1.538 -4.328
H -2.597 -1.246 -2.514
H -5.272 -2.157 -2.417
H -5.246 -1.603 -4.172
H -4.226 -0.037 -1.571
H -4.149 0.650 -3.336
H -6.164 1.838 -0.654
H -6.396 2.656 -2.350
H -4.749 2.090 -1.803
H -0.713 -1.962 -4.469
H 1.264 -3.581 -5.490
H 0.293 -4.809 -4.403
H -0.900 -2.288 -7.156
H 2.023 -2.631 -2.872
H 3.762 1.053 -4.225
H 3.511 -0.005 -2.662
H 4.830 -0.426 -3.835
H 1.544 -0.534 -1.575
C 2.700 5.681 -9.079
O 3.144 6.409 -9.943
N 2.515 6.031 -7.775
C 1.979 5.106 -6.799
C 2.868 7.373 -7.351
H 2.401 4.642 -9.294
H 1.058 5.521 -6.383
H 2.712 4.966 -6.000
H 1.760 4.140 -7.257
H 2.286 8.096 -7.927
H 3.929 7.544 -7.547
H 2.665 7.504 -6.288
C -2.669 2.460 2.583
O -2.778 1.380 2.015
N -3.335 2.824 3.706
C -3.154 4.127 4.326
C -4.258 1.883 4.309
H -1.995 3.246 2.208
H -2.791 3.989 5.346
H -4.117 4.646 4.345
H -2.435 4.728 3.768
H -3.719 0.972 4.579
H -5.036 1.627 3.585
H -4.715 2.314 5.200
C -1.012 6.007 6.006
O -1.695 5.011 6.171
N 0.331 6.013 5.795
C 1.075 7.242 5.606
C 1.041 4.748 5.756
H -1.451 7.017 6.017
H 1.559 7.221 4.627
H 1.836 7.322 6.387
H 0.416 8.109 5.660
H 0.628 4.128 4.957
H 0.903 4.230 6.708
H 2.104 4.913 5.580
C 0.435 -5.314 2.276
O 0.411 -4.986 1.100
N 1.516 -5.225 3.094
C 1.466 -5.637 4.482
C 2.761 -4.702 2.562
H -0.454 -5.724 2.780
H 1.707 -4.779 5.115
H 2.200 -6.430 4.644
H 0.474 -6.008 4.745
H 2.596 -3.686 2.195
H 3.086 -5.327 1.726
H 3.533 -4.691 3.332
C 4.527 -4.720 6.137
O 4.966 -3.981 5.274
N 4.349 -4.387 7.443
C 3.819 -5.328 8.411
C 4.700 -3.050 7.881
H 4.230 -5.757 5.911
H 2.899 -4.921 8.837
H 4.555 -5.476 9.204
H 3.601 -6.288 7.942
H 4.113 -2.321 7.318
H 5.759 -2.873 7.683
H 4.503 -2.933 8.947
*
```

E_LUMO in eV: -3.4
HOMO in eV: -10.443

---

No. 3
A 2-piece molecular cluster, C2H8NOS overall at a distorted geometry, computed with wB97M-V/def2-TZVPD.

Geometry as ORCA input:
```
! RIJCOSX wB97M-V def2-TZVPD def2/J DEFGRID3
* xyz 0 2
C 0.141 -1.002 -0.234
C 0.297 0.168 0.798
S 1.427 -0.176 2.107
N -0.521 -2.161 0.357
H 1.136 -1.296 -0.549
H -0.419 -0.632 -1.092
H -0.661 0.539 1.165
H 0.755 0.973 0.198
H -1.312 -1.867 0.912
H 0.080 -2.635 1.017
H 0.345 2.364 -1.643
H -1.025 2.593 -1.459
O -0.242 3.134 -1.579
*
```

E_LUMO (alpha / beta) in eV: 0.6 / -2.1
<S²>: 0.7527
HOMO (alpha / beta) in eV: -9.345 / -9.063

---

No. 4
A 2-piece molecular cluster, CH8N3S overall at a distorted geometry, computed with wB97M-V/def2-TZVPD.

Geometry as ORCA input:
```
! RIJCOSX wB97M-V def2-TZVPD def2/J DEFGRID3
* xyz 1 1
N 0.872 1.658 1.276
C 0.392 0.674 0.314
N -0.699 1.246 -0.320
N 0.839 -0.561 0.147
H 1.014 1.237 2.199
H 1.847 1.886 1.020
H -1.354 1.517 0.422
H -0.382 2.205 -0.538
H 0.134 -1.330 0.307
H 1.058 -0.784 -0.828
S -1.585 -2.597 -0.810
H -1.471 -1.726 -1.842
H -0.666 -3.425 -1.347
*
```

E_LUMO in eV: -6.8
HOMO in eV: -13.897

---

No. 5
A single C20H22N2O3 molecule at a distorted geometry, computed with wB97M-V/def2-TZVPD.

Geometry as ORCA input:
```
! RIJCOSX wB97M-V def2-TZVPD def2/J DEFGRID3
* xyz 0 1
C -0.563 -2.736 0.845
C -1.361 -1.700 0.676
C -2.682 -1.518 1.361
C -2.589 -0.352 2.310
C -2.410 -0.552 3.667
C -2.300 0.516 4.543
C -2.372 1.804 4.054
C -2.548 2.030 2.698
C -2.649 0.961 1.818
O -2.820 1.086 0.468
C -2.827 2.378 -0.091
C -2.809 2.237 -1.609
O -3.686 2.636 -2.340
N -1.694 1.633 -2.099
N -0.684 1.229 -1.314
C 0.304 0.614 -1.833
C 1.399 0.140 -1.019
C 1.416 0.366 0.358
C 2.441 -0.117 1.143
C 3.468 -0.836 0.555
C 3.479 -1.067 -0.810
C 2.453 -0.586 -1.616
O 2.360 -0.779 -2.958
C 3.407 -1.416 -3.664
C 4.602 -0.497 -3.896
H 0.389 -2.806 0.346
H -0.827 -3.563 1.485
H -1.072 -0.881 0.035
H -2.953 -2.422 1.908
H -3.445 -1.305 0.610
H -2.359 -1.563 4.043
H -2.164 0.339 5.599
H -2.294 2.648 4.724
H -2.610 3.046 2.341
H -3.730 2.933 0.195
H -1.930 2.939 0.209
H -1.656 1.469 -3.110
H 0.353 0.403 -2.905
H 0.601 0.922 0.791
H 2.440 0.059 2.208
H 4.275 -1.225 1.159
H 4.295 -1.632 -1.233
H 3.713 -2.339 -3.157
H 2.957 -1.687 -4.623
H 5.353 -1.015 -4.486
H 4.284 0.394 -4.432
H 5.045 -0.187 -2.952
*
```

SMILES: C=CCc1ccccc1OCC(=O)N/N=C/c1ccccc1OCC
E_LUMO in eV: 0.3
HOMO in eV: -8.296

---

No. 6
A single C3H6N2S molecule at a distorted geometry, computed with wB97M-V/def2-TZVPD.

Geometry as ORCA input:
```
! RIJCOSX wB97M-V def2-TZVPD def2/J DEFGRID3
* xyz 0 1
C 1.830 -0.476 -0.094
N 0.777 -1.170 -0.217
N -0.400 -0.346 -0.045
C -0.302 1.007 -0.011
C -1.537 -0.975 0.112
S -2.998 -0.331 -0.167
H 1.708 0.709 0.031
H 2.975 -0.763 -0.314
H 0.332 1.206 0.894
H -1.296 1.477 0.148
H 0.225 1.684 -0.901
H -1.313 -2.022 0.564
*
```

SMILES: C=NN(C)C=S
E_LUMO in eV: 0.3
HOMO in eV: -8.546